38
Properties=species:S:1:pos:R:3 method="wB97M-V/def2-TZVPD" homo_energy_ev="-15.90 / -16.11" orbital_gap_ha="0.2585 / 0.2063" lumo_ev="-8.8684 / -10.4963" s_squared=6.073 relative_energy_ev=0.000 fmax_ev_per_a=2.42 spin_multiplicity=5 total_energy_ev=-25841.820 charge=+2
C -1.64 0.99 4.63
C -2.11 -0.41 4.58
H -1.23 1.28 3.66
H -0.86 1.18 5.37
H -2.47 1.67 4.84
H -2.73 -0.63 3.72
H -1.30 -1.14 4.58
H -2.73 -0.64 5.45
C 0.37 2.46 -1.29
C 0.88 3.35 -2.22
C 1.30 2.88 -3.47
C 1.22 1.52 -3.75
H -0.04 2.69 -0.31
H 0.92 4.40 -1.94
H 1.69 3.59 -4.20
H 1.52 1.10 -4.72
N 0.38 1.13 -1.54
C 0.77 0.64 -2.76
C 0.68 -0.81 -2.80
N 0.29 -1.33 -1.60
C 0.11 -2.66 -1.41
C 0.83 -3.05 -3.66
C 0.40 -3.55 -2.43
H -0.26 -2.89 -0.41
H 0.28 -4.61 -2.22
C 0.96 -1.68 -3.87
H 1.27 -1.24 -4.81
H 1.05 -3.75 -4.46
Ru -0.14 -0.12 -0.01
C -2.10 -0.04 -0.17
H -2.47 -1.02 -0.51
H -2.44 0.75 -0.86
H -2.49 0.16 0.84
N 0.83 -0.03 1.59
C 1.60 -0.01 2.50
N 2.58 0.06 3.29
C 2.53 -0.07 4.60
N 2.57 -0.18 5.77

50
Properties=species:S:1:pos:R:3 method="wB97M-V/def2-TZVPD" homo_energy_ev=-2.99 orbital_gap_ha=0.2685 lumo_ev=4.3148 relative_energy_ev=0.000 fmax_ev_per_a=1.08 spin_multiplicity=1 total_energy_ev=-130569.932 charge=-2
Zn 0.22 0.55 1.37
O -2.01 3.63 -0.92
C -0.97 3.09 -0.58
O -0.71 2.85 0.70
C 0.05 2.63 -1.58
C -0.31 2.93 -2.90
C 0.49 2.61 -3.98
C 1.70 1.97 -3.75
C 2.08 1.65 -2.46
C 1.28 1.96 -1.34
S 1.99 1.42 0.19
H -1.26 3.42 -3.05
H 0.17 2.86 -4.98
H 2.35 1.70 -4.58
H 3.00 1.12 -2.28
C -2.92 -0.62 4.99
C -1.86 0.23 4.32
O -1.43 1.23 5.25
P -2.45 1.08 2.75
O -2.31 2.56 2.86
O -4.03 0.69 2.70
O -1.78 0.42 1.56
P -0.38 -0.79 3.86
O 0.19 -1.15 5.35
O 0.60 0.21 3.25
O -0.65 -2.06 3.14
H -3.73 0.02 5.35
H -2.48 -1.15 5.83
H -3.33 -1.33 4.28
H -0.66 1.68 4.87
H -1.54 2.97 1.22
H -4.48 1.43 2.26
H 0.50 -2.07 5.30
N 0.04 -1.40 0.34
C 0.72 -1.75 -0.87
C 1.87 -2.52 -0.84
C 2.51 -2.86 -2.03
C 2.01 -2.44 -3.25
C 0.87 -1.64 -3.28
C 0.22 -1.30 -2.09
S 2.80 -2.95 -4.78
O 3.26 -4.31 -4.50
O 1.75 -2.87 -5.78
O 3.89 -1.99 -4.98
H -0.96 -1.36 0.21
H 0.21 -2.04 1.10
H 2.27 -2.84 0.12
H 3.40 -3.48 -2.02
H 0.49 -1.32 -4.24
H -0.66 -0.68 -2.11

33
Properties=species:S:1:pos:R:3 method="wB97M-V/def2-TZVPD" homo_energy_ev=-8.97 orbital_gap_ha=0.3627 lumo_ev=0.8984 relative_energy_ev=0.112 fmax_ev_per_a=1.43 spin_multiplicity=1 total_energy_ev=-15846.867 smiles=CCc1ccccc1.Cc1ccccc1
C 1.10 0.90 2.18
C 0.57 -0.33 1.42
C 1.63 -1.21 0.84
C 1.96 -2.45 1.36
C 2.90 -3.26 0.73
C 3.55 -2.77 -0.39
C 3.18 -1.57 -0.98
C 2.20 -0.81 -0.37
H 1.93 1.33 1.64
H 1.43 0.56 3.17
H 0.38 1.70 2.33
H -0.17 -0.78 2.10
H -0.08 -0.03 0.60
H 1.51 -2.73 2.29
H 3.10 -4.23 1.15
H 4.35 -3.36 -0.82
H 3.65 -1.31 -1.92
H 1.90 0.16 -0.76
C -0.73 1.60 -2.46
C -1.90 1.55 -1.51
C -2.85 0.55 -1.68
C -3.80 0.30 -0.69
C -3.82 1.09 0.45
C -2.87 2.10 0.63
C -1.94 2.34 -0.36
H -1.07 1.66 -3.49
H -0.13 0.69 -2.43
H -0.09 2.47 -2.28
H -2.86 -0.09 -2.56
H -4.50 -0.53 -0.77
H -4.42 0.73 1.28
H -2.97 2.66 1.55
H -1.14 3.06 -0.24

33
Properties=species:S:1:pos:R:3 method="wB97M-V/def2-TZVPD" homo_energy_ev=-8.86 orbital_gap_ha=0.3609 lumo_ev=0.9616 relative_energy_ev=0.000 fmax_ev_per_a=0.93 spin_multiplicity=1 total_energy_ev=-15846.980 smiles=CCc1ccccc1.Cc1ccccc1
C 1.82 2.85 2.19
C 0.65 1.97 2.65
C 0.89 0.49 2.45
C 1.68 -0.02 1.44
C 1.76 -1.39 1.18
C 1.09 -2.27 2.01
C 0.34 -1.79 3.08
C 0.22 -0.43 3.26
H 1.66 3.87 2.53
H 1.90 2.84 1.11
H 2.75 2.43 2.58
H 0.46 2.12 3.71
H -0.26 2.21 2.09
H 2.26 0.60 0.77
H 2.35 -1.75 0.35
H 1.26 -3.34 1.92
H -0.05 -2.46 3.83
H -0.44 -0.02 4.03
C -1.11 -0.51 -5.01
C -1.21 -0.21 -3.54
C -1.94 -1.08 -2.71
C -1.93 -0.91 -1.34
C -1.23 0.16 -0.81
C -0.64 1.12 -1.61
C -0.61 0.90 -2.98
H -1.03 -1.58 -5.18
H -0.22 -0.03 -5.43
H -1.97 -0.14 -5.58
H -2.51 -1.84 -3.24
H -2.51 -1.54 -0.68
H -1.17 0.22 0.27
H -0.29 2.04 -1.17
H -0.17 1.63 -3.66

49
Properties=species:S:1:pos:R:3 method="wB97M-V/def2-TZVPD" homo_energy_ev=-1.10 orbital_gap_ha=0.1800 lumo_ev=3.7939 relative_energy_ev=1.170 fmax_ev_per_a=2.65 spin_multiplicity=1 total_energy_ev=-149079.561 charge=-2
Rh -0.08 0.82 0.86
S 2.97 -1.15 4.12
As 2.04 0.53 3.19
S -0.12 0.59 3.49
S 2.16 0.43 0.98
S 2.99 2.31 3.87
C 0.24 -1.71 -4.50
C 0.36 -2.07 -3.16
C 0.29 -1.11 -2.17
C 0.08 0.24 -2.50
C -0.02 0.60 -3.85
C 0.05 -0.37 -4.83
N 0.00 1.14 -1.45
N -0.03 2.36 -1.75
C 0.00 3.22 -0.70
C -0.05 4.60 -0.96
C 0.00 5.50 0.07
C 0.11 5.05 1.39
C 0.14 3.69 1.66
C 0.08 2.77 0.64
H 0.29 -2.47 -5.27
H 0.53 -3.10 -2.89
H 0.42 -1.37 -1.13
H -0.16 1.64 -4.10
H -0.03 -0.09 -5.88
H -0.14 4.91 -2.00
H -0.04 6.57 -0.14
H 0.16 5.76 2.21
H 0.21 3.36 2.69
C -0.88 -4.18 3.15
O -0.38 -3.85 1.88
P 0.49 -2.45 1.66
O 1.25 -3.01 0.32
C 2.67 -3.17 0.36
O -0.65 -1.54 0.90
C -1.88 -2.00 0.35
H -1.07 -5.26 3.15
H -1.81 -3.66 3.37
H -0.15 -3.95 3.94
H 3.08 -2.86 1.32
H 3.11 -2.56 -0.43
H 2.91 -4.23 0.19
H -2.69 -1.76 1.04
H -1.84 -3.08 0.16
H -2.05 -1.48 -0.59
O -4.29 1.17 0.18
N -3.14 1.62 0.32
O -2.84 2.77 -0.02
O -2.27 0.85 0.86

48
Properties=species:S:1:pos:R:3 method="wB97M-V/def2-TZVPD" homo_energy_ev="-4.21 / -8.76" orbital_gap_ha="0.1504 / 0.3097" lumo_ev="-0.1181 / -0.3364" s_squared=6.014 relative_energy_ev=1.061 fmax_ev_per_a=1.26 spin_multiplicity=5 total_energy_ev=-95842.180
Co 0.87 2.83 -1.08
C -2.10 -0.81 3.19
C -0.91 -0.11 3.06
C -0.24 -0.11 1.84
C -0.75 -0.80 0.74
C -1.96 -1.49 0.89
C -2.63 -1.50 2.10
Si 0.24 -0.99 -0.80
C 1.33 -2.47 -0.69
C 2.04 -2.74 0.48
C 2.81 -3.89 0.60
C 2.86 -4.80 -0.45
C 2.14 -4.56 -1.61
C 1.38 -3.40 -1.73
H -2.63 -0.81 4.14
H -0.51 0.44 3.90
H 0.68 0.45 1.75
H -2.38 -2.04 0.05
H -3.56 -2.04 2.20
H -0.52 -0.96 -2.05
H 1.99 -2.05 1.32
H 3.35 -4.09 1.52
H 3.45 -5.70 -0.35
H 2.18 -5.27 -2.43
H 0.83 -3.21 -2.65
C 3.88 -0.02 -1.00
S 2.47 0.63 -1.82
O 2.22 -0.07 -3.02
O 2.64 2.08 -1.84
O 1.26 0.45 -0.81
H 4.74 0.32 -1.58
H 3.81 -1.10 -0.99
H 3.91 0.39 0.01
F -1.14 4.30 -3.65
B 0.07 3.68 -3.53
F 0.89 4.36 -2.52
F 0.77 3.52 -4.69
F -0.12 2.36 -2.87
N -4.62 3.78 2.13
C -3.57 3.03 1.56
N -3.82 1.69 1.26
N -2.38 3.63 1.32
C -1.29 3.34 0.84
N -0.18 3.15 0.39
H -5.54 3.48 1.84
H -4.50 4.77 1.98
H -4.47 1.23 1.89
H -3.00 1.13 1.13

48
Properties=species:S:1:pos:R:3 method="wB97M-V/def2-TZVPD" homo_energy_ev="-10.89 / -10.89" orbital_gap_ha="0.2797 / 0.1180" lumo_ev="-3.2819 / -7.6804" s_squared=0.766 relative_energy_ev=0.780 fmax_ev_per_a=0.77 spin_multiplicity=2 total_energy_ev=-61559.734 charge=+1
K 0.44 0.40 -2.12
C 2.31 2.19 1.05
C 2.09 2.64 -0.27
N 0.84 2.45 -0.64
N 0.21 1.89 0.42
C 1.07 1.73 1.44
B -1.30 1.36 0.43
N -2.10 1.89 -0.75
C -3.31 2.49 -0.66
C -3.75 2.77 -1.93
C -2.72 2.30 -2.76
N -1.73 1.77 -2.06
N -1.24 -0.22 0.41
C -0.96 -1.03 1.45
C -0.99 -2.34 1.01
C -1.32 -2.21 -0.35
N -1.45 -0.94 -0.71
N -1.89 1.80 1.75
C -1.80 3.03 2.30
C -2.69 3.09 3.35
C -3.29 1.82 3.35
N -2.83 1.05 2.39
H 3.21 2.25 1.64
H 2.78 3.13 -0.94
H 0.73 1.34 2.39
H -3.75 2.66 0.31
H -4.67 3.25 -2.22
H -2.66 2.33 -3.83
H -0.85 -0.62 2.44
H -0.90 -3.23 1.60
H -1.52 -2.99 -1.08
H -1.13 3.77 1.90
H -2.87 3.92 4.01
H -4.05 1.43 4.02
C 2.62 -5.10 -0.98
C 3.33 -3.81 -1.09
N 4.62 -3.65 -0.84
N 4.83 -2.34 -1.03
C 3.74 -1.66 -1.41
S 3.67 -0.01 -1.74
N 2.77 -2.63 -1.45
N 1.44 -2.34 -1.74
H 3.33 -5.85 -0.64
H 2.21 -5.41 -1.95
H 1.80 -5.03 -0.27
H 5.75 -1.95 -0.89
H 1.08 -3.02 -2.41
H 0.88 -2.38 -0.88

61
Properties=species:S:1:pos:R:3 method="wB97M-V/def2-TZVPD" homo_energy_ev=-10.41 orbital_gap_ha=0.3941 lumo_ev=0.3107 fmax_ev_per_a=2.60 spin_multiplicity=1 total_energy_ev=-303624.129 smiles="C[C@@H](O)CO[C@H]1OC(=O)O[C@@H]1CC(=O)Cl.ClC(Cl)Cl.ClC(Cl)Cl.ClC(Cl)Cl.ClC(Cl)Cl.ClC(Cl)Cl.ClC(Cl)Cl.ClC(Cl)Cl"
C 0.09 -1.89 -0.88
C -0.62 -0.53 -1.03
O -0.40 0.23 0.15
C -0.09 0.21 -2.28
O 0.22 1.57 -1.99
C -0.86 2.41 -1.93
O -1.94 2.27 -2.84
C -2.95 3.03 -2.31
O -4.02 3.16 -2.83
O -2.55 3.60 -1.15
C -1.53 2.67 -0.61
C -0.74 3.33 0.50
C 0.75 3.43 0.26
O 1.51 2.69 0.81
Cl 1.40 4.67 -0.82
H 1.11 -1.86 -1.26
H -0.44 -2.65 -1.44
H 0.16 -2.14 0.16
H -1.67 -0.78 -1.12
H 0.51 0.53 0.14
H 0.85 -0.25 -2.56
H -0.76 0.07 -3.12
H -0.42 3.38 -2.19
H -2.17 1.86 -0.28
H -0.88 2.73 1.38
H -1.20 4.29 0.72
Cl 2.79 4.97 4.27
C 3.68 4.46 2.83
Cl 3.85 5.81 1.70
Cl 5.26 3.81 3.28
H 3.12 3.68 2.34
Cl 7.19 1.34 5.49
C 5.66 0.71 6.11
Cl 4.43 1.97 6.16
Cl 5.11 -0.67 5.15
H 5.83 0.36 7.12
Cl -3.41 -4.38 -2.65
C -2.86 -4.00 -4.28
Cl -1.89 -2.52 -4.29
Cl -1.96 -5.36 -4.98
H -3.73 -3.83 -4.89
Cl 0.79 -1.58 3.08
C 0.43 -0.13 4.02
Cl 1.85 0.91 4.11
Cl -0.95 0.74 3.34
H 0.17 -0.44 5.02
Cl 0.91 -7.14 -1.55
C 1.53 -5.53 -1.95
Cl 0.34 -4.64 -2.89
Cl 1.95 -4.65 -0.48
H 2.42 -5.65 -2.54
Cl -0.49 -10.37 -1.14
C -2.17 -9.84 -1.28
Cl -3.12 -10.41 0.09
Cl -2.27 -8.09 -1.43
H -2.59 -10.28 -2.18
Cl -3.32 8.66 -0.32
C -3.09 6.91 -0.32
Cl -1.38 6.49 -0.31
Cl -3.91 6.18 1.06
H -3.53 6.51 -1.22